# C46H74N2O18S4

6 unconnected molecules or ions with the total composition C46H74N2O18S4 in a non-equilibrium geometry (ωB97M-V with the def2-TZVPD basis set, the OMol25 dataset).

Each line ends with the Mulliken charge.
Element x y z (Å)
C: 3.058 -2.337 5.344  -1.34
C: 1.907 -1.244 4.943  0.45
C: 1.494 -0.549 6.356  -1.23
C: 2.604 -0.226 3.911  -0.65
C: 2.029 -0.298 2.412  0.40
C: 1.600 1.022 1.741  -0.09
S: 1.700 2.700 2.572  0.00
C: 2.256 3.844 1.182  -0.56
C: 3.530 3.282 0.387  0.35
O: 3.594 3.364 -0.879  -0.62
O: 4.678 2.696 1.027  -0.06
C: 5.896 3.400 0.667  -0.70
C: 7.071 2.767 1.614  0.55
C: 8.069 1.831 0.764  -1.22
O: 6.454 1.897 2.629  -0.21
C: 7.135 2.024 3.868  0.42
O: 8.383 2.120 4.000  -0.56
C: 6.224 2.017 5.195  -0.23
S: 6.939 3.052 6.582  -0.19
C: 1.061 1.057 0.245  -0.32
C: 1.006 -0.290 -0.496  -0.30
S: 0.438 -0.269 -2.257  -0.16
C: -1.405 -0.062 -2.363  -0.30
C: -1.887 1.155 -1.405  0.47
O: -1.929 2.312 -1.896  -0.61
O: -2.177 0.795 -0.065  -0.24
C: -2.930 1.815 0.644  -0.71
C: -1.915 2.656 1.565  1.46
C: -1.403 4.030 0.921  -0.69
O: -2.621 2.906 2.837  -0.29
C: -1.682 3.067 3.904  0.61
O: -1.049 2.080 4.371  -0.56
C: -1.415 4.514 4.572  -0.52
S: -2.320 5.903 3.680  -0.25
C: 1.416 -1.687 0.144  0.48
N: 1.267 -2.843 -0.697  -0.53
C: 1.678 -3.990 0.044  -0.31
C: 2.241 -4.016 1.491  -0.37
N: 2.376 -2.844 2.287  -0.13
C: 1.932 -1.661 1.602  -0.02
H: 3.734 -2.601 4.464  0.34
H: 3.748 -1.886 6.160  0.32
H: 2.563 -3.296 5.739  0.33
H: 1.043 -1.856 4.501  0.34
H: 2.415 0.055 6.704  0.30
H: 1.292 -1.350 7.168  0.36
H: 0.564 0.096 6.191  0.23
H: 2.562 0.816 4.376  0.36
H: 3.730 -0.488 3.821  0.13
H: 2.598 4.835 1.672  0.57
H: 1.429 4.064 0.427  0.21
H: 5.842 4.537 0.795  0.31
H: 6.112 3.210 -0.449  0.21
H: 7.657 3.641 2.076  0.41
H: 7.847 1.880 -0.363  0.37
H: 7.897 0.735 1.075  0.27
H: 9.155 2.160 0.955  0.26
H: 5.210 2.505 4.925  0.07
H: 6.061 0.937 5.535  0.22
H: 6.698 4.396 6.337  0.13
H: 0.752 2.050 -0.253  0.47
H: -1.708 0.255 -3.432  0.31
H: -1.965 -1.007 -2.036  0.24
H: -3.622 1.246 1.379  0.25
H: -3.620 2.447 -0.008  0.30
H: -1.044 1.936 1.821  -0.55
H: -0.966 3.924 -0.131  0.31
H: -2.261 4.782 0.941  0.18
H: -0.534 4.416 1.585  0.03
H: -0.286 4.746 4.545  0.18
H: -1.772 4.513 5.672  0.42
H: -3.678 5.847 4.006  0.19
H: 1.584 -5.008 -0.493  0.35
H: 2.539 -5.017 1.972  0.41
O: -4.765 -0.960 -1.902  -0.56
C: -5.435 -0.675 -2.870  0.79
O: -4.997 -0.972 -4.106  -0.37
C: -5.789 -0.851 -5.298  -0.39
C: -5.733 0.561 -5.846  -0.97
C: -6.717 0.094 -2.715  -0.22
H: -6.811 -1.195 -5.126  0.36
H: -5.351 -1.536 -6.027  0.33
H: -6.151 1.283 -5.141  0.27
H: -6.289 0.632 -6.784  0.37
H: -4.697 0.859 -6.027  0.29
H: -6.489 1.160 -2.646  0.26
H: -7.205 -0.230 -1.793  -0.51
H: -7.433 -0.077 -3.515  0.33
O: -5.529 5.947 4.138  -0.66
C: -6.206 6.239 3.172  0.88
O: -5.757 5.983 1.934  -0.33
C: -6.548 6.113 0.742  -0.33
C: -6.526 7.538 0.228  -1.02
C: -7.506 6.971 3.342  -1.13
H: -7.561 5.738 0.901  0.36
H: -6.090 5.456 -0.001  0.29
H: -6.965 8.232 0.947  0.28
H: -7.080 7.617 -0.710  0.38
H: -5.497 7.866 0.058  0.30
H: -7.305 8.040 3.438  0.28
H: -7.988 6.613 4.254  0.32
H: -8.215 6.802 2.536  0.35
O: 3.997 -6.119 -1.168  -0.60
C: 4.839 -5.391 -1.649  0.85
O: 4.626 -4.809 -2.840  -0.39
C: 5.466 -3.790 -3.406  -0.40
C: 6.635 -4.403 -4.150  -0.76
C: 6.166 -5.200 -0.969  -1.06
H: 5.781 -3.073 -2.645  0.35
H: 4.843 -3.237 -4.112  0.34
H: 7.280 -4.977 -3.482  0.29
H: 7.237 -3.626 -4.628  0.40
H: 6.278 -5.094 -4.918  0.01
H: 6.828 -6.026 -1.237  0.25
H: 6.005 -5.204 0.112  0.31
H: 6.648 -4.253 -1.201  0.38
O: 5.165 -5.405 -7.245  -0.58
C: 5.524 -6.562 -7.269  0.72
O: 6.471 -6.958 -8.138  -0.36
C: 7.097 -8.249 -8.121  -0.38
C: 6.270 -9.264 -8.884  -0.93
C: 4.857 -7.589 -6.397  -0.83
H: 7.314 -8.567 -7.099  0.33
H: 8.063 -8.127 -8.618  0.31
H: 5.289 -9.409 -8.428  0.27
H: 6.781 -10.230 -8.917  0.35
H: 6.096 -8.922 -9.908  0.29
H: 3.944 -7.935 -6.886  0.28
H: 4.599 -7.120 -5.445  0.21
H: 5.489 -8.440 -6.157  0.33
O: -10.298 2.023 1.719  -0.59
C: -9.947 0.865 1.680  0.69
O: -9.015 0.471 0.794  -0.30
C: -8.395 -0.825 0.790  -0.40
C: -9.240 -1.827 0.029  -0.97
C: -10.607 -0.166 2.552  -0.91
H: -8.165 -1.154 1.806  0.37
H: -7.436 -0.705 0.280  0.24
H: -10.215 -1.969 0.498  0.35
H: -8.736 -2.795 -0.022  0.36
H: -9.427 -1.473 -0.989  0.29
H: -11.529 -0.502 2.073  0.25
H: -10.848 0.296 3.512  0.30
H: -9.977 -1.023 2.776  0.33

Its structure (SMILES) is CC(C)Cc1c(SCC(=O)OC[C@H](C)OC(=O)CS)cc(SCC(=O)OC[C@@H](C)OC(=O)CS)c2nccnc12.CCOC(C)=O.CCOC(C)=O.CCOC(C)=O.CCOC(C)=O.CCOC(C)=O. The calculation puts the total energy at -132067.9460 eV. The charge is 0. The value obtained for the HOMO energy is -7.991 eV. The calculation puts the frontier orbital gap at 7.313 eV.

---

# C7H16

2 unconnected molecules or ions with the total composition C7H16 (ωB97M-V with the def2-TZVPD basis set, the OMol25 dataset).

Each line ends with the Mulliken charge.
Element x y z (Å)
C: -1.999 0.268 -1.637  -1.25
C: -1.498 -0.528 -0.438  -0.54
C: -0.734 0.310 0.608  1.08
C: -0.497 -0.493 1.896  -1.59
C: 0.341 1.143 0.016  -0.62
C: 2.064 -1.167 -1.181  -0.88
C: 1.400 1.601 0.949  -1.12
H: -2.713 1.041 -1.323  0.31
H: -2.512 -0.390 -2.346  0.38
H: -1.169 0.766 -2.145  0.30
H: -2.345 -1.017 0.061  0.36
H: -0.839 -1.339 -0.781  0.28
H: -1.395 1.177 0.853  0.23
H: -1.433 -0.955 2.231  0.42
H: 0.226 -1.300 1.722  0.23
H: -0.123 0.130 2.713  0.45
H: 1.458 -0.258 -1.283  0.14
H: 3.110 -0.921 -1.378  0.32
H: 1.971 -1.577 -0.170  0.19
H: 1.717 -1.910 -1.905  0.29
H: 2.325 1.828 0.409  0.34
H: 1.021 2.585 1.281  0.39
H: 1.624 1.009 1.849  0.30

The energy above the lowest of the compared OMol25 structures with the same formula, charge and spin is 3.840 eV. The calculation puts the total energy at -7515.0574 eV. The charge is 0. The value obtained for the HOMO energy is -7.939 eV. The calculation puts the frontier orbital gap at 8.363 eV.

---

# C2H4BrNO2

2 unconnected molecules or ions with the total composition C2H4BrNO2 in a non-equilibrium geometry (ωB97M-V with the def2-TZVPD basis set, the OMol25 dataset).

Each line ends with the Mulliken charge.
Element x y z (Å)
C: 0.613 0.205 -0.752  0.57
C: -0.294 -0.243 0.352  -0.09
N: -1.469 0.406 0.321  -0.32
O: 1.874 -0.159 -0.813  -0.41
O: 0.192 0.956 -1.555  -0.55
Br: 0.808 -0.325 2.059  -0.20
H: -0.324 -1.897 -0.301  0.19
H: 2.207 -0.555 -0.002  0.29
H: -2.140 0.506 1.133  0.25
H: -1.466 1.107 -0.442  0.26

The energy above the lowest of the compared OMol25 structures with the same formula, charge and spin is 2.383 eV. The calculation puts the total energy at -77763.9449 eV. The charge is 0. The value obtained for the HOMO energy is -9.306 eV. The calculation puts the frontier orbital gap at 9.079 eV.

---

# C13H15Cl2NO2

A molecular structure, C13H15Cl2NO2 in a non-equilibrium geometry (ωB97M-V with the def2-TZVPD basis set, the OMol25 dataset).

Each line ends with the Mulliken charge.
Element x y z (Å)
C: 2.308 -1.440 -0.803  -0.97
C: 1.397 -0.296 -1.187  -0.56
N: 0.074 -0.378 -0.409  -0.03
C: 0.374 -0.367 1.094  -0.53
C: 1.281 -1.546 1.448  -1.04
C: 1.626 -2.363 0.206  0.18
C: 0.317 -2.869 -0.401  -1.01
C: -0.580 -1.715 -0.788  -0.39
H: 2.567 -1.988 -1.714  0.34
H: 3.239 -1.034 -0.396  0.41
H: 1.790 0.694 -0.968  0.30
H: 1.106 -0.324 -2.238  0.48
H: 0.852 0.592 1.314  0.35
H: -0.589 -0.398 1.617  0.39
H: 2.193 -1.164 1.920  0.41
H: 0.774 -2.170 2.191  0.39
H: 2.277 -3.201 0.458  0.34
H: 0.510 -3.475 -1.291  0.35
H: -0.217 -3.506 0.313  0.41
H: -1.549 -1.716 -0.294  0.15
H: -0.751 -1.648 -1.863  0.42
Cl: 0.076 5.164 0.304  -0.17
C: -0.854 3.734 0.246  0.26
C: -2.162 3.744 0.589  -0.43
C: -2.976 2.541 0.559  0.08
O: -4.174 2.548 0.898  -0.66
C: -2.278 1.295 0.109  0.47
Cl: -3.282 -0.105 0.046  -0.25
C: -0.984 1.287 -0.309  -0.72
C: -0.163 2.478 -0.173  0.83
O: 1.062 2.475 -0.429  -0.75
H: -2.616 4.668 0.938  0.45
H: -0.648 0.484 -0.990  0.49

The energy above the lowest of the compared OMol25 structures with the same formula, charge and spin is 5.180 eV. The calculation puts the total energy at -44349.0774 eV. The charge is 0. The value obtained for the HOMO energy is -7.136 eV. The calculation puts the frontier orbital gap at 5.725 eV.